Run P
{"formula": "H29O15", "method": "the ωB97M-V functional and the def2-TZVPD basis", "symbols": ["O", "O", "O", "O", "O", "O", "O", "O", "O", "O", "O", "O", "O", "O", "O", "H", "H", "H", "H", "H", "H", "H", "H", "H", "H", "H", "H", "H", "H", "H", "H", "H", "H", "H", "H", "H", "H", "H", "H", "H", "H", "H", "H", "H"], "positions_angstrom": [[-1.215, -5.182, 1.437], [1.165, -2.733, -0.435], [1.070, 1.306, -2.100], [-2.591, 2.449, -3.663], [-1.331, -2.717, -2.726], [1.032, -1.059, -2.217], [-0.687, 5.243, 1.736], [-1.041, 2.590, 2.159], [4.471, -1.782, -1.081], [-1.521, 0.736, 3.675], [-2.931, -1.133, 1.849], [1.800, 3.801, -2.035], [-1.184, 1.388, -0.203], [3.277, -1.226, 2.253], [-0.280, -1.156, 1.443], [-2.121, 1.798, -4.203], [-1.233, -4.342, 0.971], [-0.618, -5.130, 2.185], [1.686, 0.559, -1.892], [3.631, -1.702, -0.594], [-1.069, 1.821, 0.686], [-0.272, 5.006, 0.908], [0.427, -2.292, 0.062], [-1.486, -2.363, -1.839], [2.407, -1.270, 2.653], [1.434, 2.870, -2.002], [-0.154, 2.589, 2.551], [-2.404, -1.278, 1.074], [0.576, -3.436, -0.752], [-1.108, 4.511, 2.227], [-1.311, 1.711, 2.966], [3.332, -1.740, 1.449], [-0.708, -0.391, 1.016], [-2.335, 2.317, -2.744], [-1.859, -3.524, -2.611], [0.343, 1.231, -1.459], [0.550, -0.787, -3.008], [-2.460, 0.584, 3.845], [4.923, -2.255, -0.363], [0.476, -0.719, 1.871], [-2.417, -0.889, 2.627], [1.669, -1.745, -2.445], [-2.008, 0.898, -0.107], [1.225, 4.341, -2.580]], "homo_ev": -6.0, "charge": -1}


Run Q
{"formula": "H29O15", "method": "the ωB97M-V functional and the def2-TZVPD basis", "symbols": ["O", "O", "O", "O", "O", "O", "O", "O", "O", "O", "O", "O", "O", "O", "O", "H", "H", "H", "H", "H", "H", "H", "H", "H", "H", "H", "H", "H", "H", "H", "H", "H", "H", "H", "H", "H", "H", "H", "H", "H", "H", "H", "H", "H"], "positions_angstrom": [[-3.195, 0.554, 3.847], [-0.297, -4.043, 1.217], [-2.847, 3.010, 2.634], [1.860, 0.954, -0.169], [1.747, -1.461, -0.335], [0.148, 0.861, -2.137], [5.100, -0.690, 0.864], [1.141, -2.260, -4.959], [0.975, -2.139, 4.168], [-1.052, -0.900, 0.446], [-5.557, 1.226, 0.838], [0.764, 3.555, 0.145], [0.784, -2.761, -2.233], [1.837, 0.519, -4.392], [-2.452, 2.353, -0.270], [1.665, -3.054, -1.982], [-2.593, 0.825, 4.558], [1.079, 2.764, 0.616], [4.169, -0.948, 0.825], [-5.290, 1.530, -0.036], [1.342, 0.692, -3.574], [1.947, -1.784, 0.546], [-1.828, -0.512, 0.875], [1.047, -1.321, -5.061], [1.006, 3.292, -0.751], [0.801, -1.863, -1.855], [-4.756, 1.333, 1.365], [-3.520, 1.462, 3.667], [-2.146, 2.531, 3.102], [1.257, -2.398, -4.005], [2.691, 1.404, -0.338], [5.036, 0.258, 1.012], [0.749, -2.859, 3.568], [1.182, -1.379, 3.637], [-0.551, -3.464, 0.467], [2.771, 0.606, -4.195], [-0.032, -4.703, 0.548], [-2.649, 3.035, -0.920], [-0.478, -0.128, 0.358], [-0.448, 0.199, -1.757], [0.659, 1.027, -1.267], [1.948, -0.380, -0.255], [-1.735, 1.855, -0.681], [-2.277, 3.199, 1.867]], "homo_ev": -7.0, "charge": -1}


It turns out run Q is the most stable, with the second structure 126.3 kJ/mol higher.


Run P
{"formula": "C3H9S2", "method": "the ωB97M-V functional and the def2-TZVPD basis", "symbols": ["S", "S", "C", "C", "C", "H", "H", "H", "H", "H", "H", "H", "H", "H"], "positions_angstrom": [[-0.750, -1.703, -0.650], [0.109, 2.234, 0.533], [-0.559, 1.886, -1.118], [0.917, -2.414, -0.342], [-0.335, 0.743, 1.503], [1.526, -1.640, 0.123], [0.820, -3.135, 0.468], [0.235, 1.589, -1.794], [-1.126, 0.238, 0.943], [-0.391, 1.047, 2.544], [1.393, -2.862, -1.205], [-1.344, 1.140, -1.030], [0.521, 0.062, 1.479], [-1.017, 2.814, -1.453]], "homo_ev": -2.3, "charge": -1}


Run Q
{"formula": "C3H9S2", "method": "the ωB97M-V functional and the def2-TZVPD basis", "symbols": ["S", "S", "C", "C", "C", "H", "H", "H", "H", "H", "H", "H", "H", "H"], "positions_angstrom": [[2.367, -0.773, -0.331], [-1.658, 1.262, 0.334], [-1.357, -0.159, -0.769], [-0.043, 2.165, 0.231], [1.210, -1.841, 0.538], [-1.209, -1.066, -0.197], [0.209, 2.519, 1.220], [-0.508, 0.048, -1.406], [0.735, 1.501, -0.162], [1.739, -2.547, 1.183], [0.611, -2.532, -0.062], [0.494, -1.343, 1.207], [-2.255, -0.236, -1.379], [-0.336, 3.001, -0.407]], "homo_ev": -2.4, "charge": -1}


Run R
{"formula": "C3H9S2", "method": "the ωB97M-V functional and the def2-TZVPD basis", "symbols": ["S", "S", "C", "C", "C", "H", "H", "H", "H", "H", "H", "H", "H", "H"], "positions_angstrom": [[-1.911, 0.046, -1.394], [0.813, 0.303, 1.719], [1.178, -0.747, -0.884], [0.616, -1.025, 0.513], [-0.413, 1.513, 1.204], [-2.851, -0.248, -2.309], [-0.251, 1.882, 0.194], [0.813, -1.517, -1.560], [1.161, -1.871, 0.947], [0.778, 0.202, -1.235], [2.262, -0.626, -0.807], [-1.411, 1.079, 1.236], [-0.431, -1.318, 0.448], [-0.354, 2.327, 1.928]], "homo_ev": -2.8, "charge": -1}


It turns out run R is the most stable, with the second structure 59.5 kJ/mol higher.


Run P
{"formula": "H6N2Si", "method": "the ωB97M-V functional and the def2-TZVPD basis", "symbols": ["Si", "N", "N", "H", "H", "H", "H", "H", "H"], "positions_angstrom": [[-0.231, -0.227, -1.197], [0.336, 0.370, 1.638], [0.632, -0.230, 0.346], [-1.159, -1.361, -1.583], [-1.689, 0.635, -0.954], [0.600, 1.349, 1.584], [0.933, 0.091, -2.035], [1.370, -0.967, 0.386], [-0.791, 0.338, 1.814]], "homo_ev": -9.1}


Run Q
{"formula": "H6N2Si", "method": "the ωB97M-V functional and the def2-TZVPD basis", "symbols": ["Si", "N", "N", "H", "H", "H", "H", "H", "H"], "positions_angstrom": [[1.434, -0.632, -0.506], [-0.480, 1.055, 0.719], [0.603, 0.270, 0.635], [-1.007, 1.153, -0.176], [1.041, 0.290, 1.528], [2.616, -1.296, -0.197], [0.773, -1.008, -1.777], [-2.486, -0.214, -0.381], [-2.494, 0.382, 0.155]], "homo_ev": [-6.8, -7.9]}


It turns out run P is the most stable, with the second structure 229.9 kJ/mol higher.


Run P
{"formula": "CH3NO", "method": "the ωB97M-V functional and the def2-TZVPD basis", "symbols": ["O", "N", "C", "H", "H", "H"], "positions_angstrom": [[1.517, -0.209, -0.040], [0.317, -0.872, -0.027], [-0.711, -0.147, -0.085], [1.147, 0.706, 0.056], [-1.762, -0.420, 0.125], [-0.509, 0.941, -0.029]], "homo_ev": -10.5}


Run Q
{"formula": "CH3NO", "method": "the ωB97M-V functional and the def2-TZVPD basis", "symbols": ["O", "N", "C", "H", "H", "H"], "positions_angstrom": [[1.831, -0.154, 0.001], [-0.603, -0.382, 0.008], [0.395, 0.461, -0.024], [-0.373, -1.366, 0.053], [0.319, 1.530, -0.065], [-1.569, -0.089, 0.028]], "homo_ev": [-9.2, -9.2]}


It turns out run Q is the most stable, with the second structure 37.7 kJ/mol higher.


Run P
{"formula": "C9H11NO3", "method": "the ωB97M-V functional and the def2-TZVPD basis", "symbols": ["O", "O", "O", "N", "C", "C", "C", "C", "C", "C", "C", "C", "C", "H", "H", "H", "H", "H", "H", "H", "H", "H", "H", "H"], "positions_angstrom": [[0.691, -2.095, -0.778], [0.309, -0.989, 1.614], [-3.753, 2.579, 1.151], [3.038, -2.141, -2.260], [-2.541, 1.030, 2.503], [-0.657, -0.054, 1.429], [0.624, -0.862, -1.388], [-0.169, 0.169, -1.026], [-0.933, 0.509, 0.192], [-2.769, 1.697, 1.255], [-1.459, 0.214, 2.606], [3.341, -0.882, -2.627], [-1.931, 1.486, 0.152], [3.462, -2.896, -2.740], [-2.152, 2.051, -0.741], [-3.158, 1.265, 3.342], [1.275, -0.584, -2.241], [-3.658, 3.014, 0.321], [0.392, -2.005, 0.147], [0.347, -1.041, 2.572], [-0.240, 1.058, -1.656], [-1.216, -0.402, 3.484], [2.288, -2.220, -1.560], [4.277, -0.845, -3.235]], "homo_ev": -7.7}


Run Q
{"formula": "C9H11NO3", "method": "the ωB97M-V functional and the def2-TZVPD basis", "symbols": ["O", "O", "O", "N", "C", "C", "C", "C", "C", "C", "C", "C", "C", "H", "H", "H", "H", "H", "H", "H", "H", "H", "H", "H"], "positions_angstrom": [[-1.008, -3.946, -0.803], [-0.716, -3.583, 1.337], [1.330, 4.447, -0.654], [-0.819, -1.406, -1.464], [-0.690, -3.171, 0.207], [1.866, 2.169, 0.335], [-0.815, 1.495, 0.148], [0.955, 3.130, -0.243], [-0.191, -1.763, -0.223], [1.422, 0.912, 0.718], [0.064, 0.549, 0.584], [-0.505, -0.835, 0.977], [-0.363, 2.732, -0.311], [-0.429, -0.519, -1.896], [0.461, 4.689, -1.035], [-1.928, 1.331, 0.151], [0.921, -1.807, -0.240], [2.202, 0.241, 1.161], [-0.153, -1.290, 1.890], [-1.115, -3.427, -1.595], [-1.112, 3.433, -0.635], [-1.608, -0.807, 1.041], [-1.740, -1.074, -1.147], [2.922, 2.423, 0.355]], "homo_ev": -9.0}


It turns out run Q is the most stable, with the second structure 373.8 kJ/mol higher.


Run P
{"formula": "C3H7NO4S", "method": "the ωB97M-V functional and the def2-TZVPD basis", "symbols": ["S", "O", "O", "O", "O", "N", "C", "C", "C", "H", "H", "H", "H", "H", "H", "H"], "positions_angstrom": [[1.325, -0.396, -0.075], [1.322, -0.035, 1.328], [2.525, -0.890, -0.681], [0.389, 2.013, 0.389], [-1.371, 0.064, 1.137], [-0.865, 0.571, -0.979], [0.373, 1.226, -0.731], [-1.218, -0.465, -0.078], [-0.065, -1.576, -0.092], [-1.574, 1.276, -0.783], [0.817, 1.511, 1.106], [0.006, -2.197, 0.778], [-2.140, -0.899, -0.417], [-0.467, 0.196, 1.627], [0.808, 1.719, -1.572], [0.135, -2.118, -0.956]], "homo_ev": -10.2}


Run Q
{"formula": "C3H7NO4S", "method": "the ωB97M-V functional and the def2-TZVPD basis", "symbols": ["S", "O", "O", "O", "O", "N", "C", "C", "C", "H", "H", "H", "H", "H", "H", "H"], "positions_angstrom": [[2.061, 1.482, -0.660], [0.037, -0.950, 0.808], [1.099, 1.230, -1.727], [1.139, 1.883, 1.922], [2.420, 0.082, 0.152], [-1.036, -1.811, -1.228], [-0.991, -0.029, 0.560], [-1.127, -1.374, 0.153], [1.010, 2.048, 0.737], [-1.845, -2.422, -1.364], [-0.800, 0.894, -0.020], [-1.890, -2.015, 0.678], [-1.519, 0.228, 1.579], [0.264, 2.655, 0.172], [-0.750, -1.082, -1.806], [1.928, -0.821, 0.043]], "homo_ev": -9.4}


It turns out run P is the most stable, with the second structure 186.5 kJ/mol higher.